Record 1
An isolated ion of composition C5H15N2 and charge +2 in a non-equilibrium geometry. Source: the Open Molecules 2025 dataset; level of theory: wB97M-V/def2-TZVPD.

XYZ file:
```
22
Properties=species:S:1:pos:R:3:forces:R:3:mulliken_charge:R:1
C -1.630 -0.339 -0.701 0.51 0.67 -0.77 -0.75
C -0.274 0.389 -0.905 -0.23 -0.77 0.95 -0.47
C 0.169 1.188 0.331 0.57 -0.62 0.40 -0.82
C 0.600 0.364 1.581 -1.77 -0.70 -0.69 -0.58
N 1.417 -0.802 1.306 2.30 1.75 1.13 0.07
C 2.667 -0.653 0.598 1.22 -0.45 -0.51 -0.84
N -2.627 -0.082 -1.873 -0.34 -1.11 2.37 -0.25
H -2.135 -0.052 0.218 -0.06 0.14 -0.07 0.42
H -1.473 -1.413 -0.688 -0.17 -0.04 0.02 0.34
H 0.468 -0.392 -1.068 0.06 0.11 -0.42 0.20
H -0.275 1.030 -1.781 -0.04 0.13 -0.04 0.53
H -0.644 1.815 0.689 0.23 0.46 -0.11 0.40
H 1.058 1.758 0.063 -0.34 0.49 -0.16 0.39
H -0.244 0.027 2.199 -0.04 -0.14 -0.31 0.44
H 1.103 1.028 2.287 0.70 0.01 0.05 0.38
H 1.647 -1.351 2.133 -1.06 -0.75 0.07 0.37
H 3.498 -1.103 1.164 -0.48 -0.05 0.35 0.37
H 2.972 0.375 0.411 -0.62 0.16 -0.24 0.33
H 2.768 -1.240 -0.327 -0.57 0.14 -0.17 0.37
H -3.514 0.165 -1.418 0.01 0.24 -0.50 0.37
H -2.781 -1.016 -2.246 -0.13 0.27 -0.98 0.38
H -2.379 0.628 -2.550 0.25 0.06 -0.38 0.36
```
Forces are in eV/Å.

The HOMO-LUMO gap (spin up / spin down) comes out at 13.3 / 8.8 eV. The HOMO energy (spin up / spin down) is -19.88 / -20.11 eV. As for the net charge: +2. The spin multiplicity is 2. Its energy above the lowest of the compared OMol25 structures with the same formula, charge and spin is 0.680 eV. The lowest unoccupied orbital energy (spin up / spin down) comes out at -6.5 / -11.3 eV.


Record 2
A 4-piece molecular cluster, C14H32FNO5S overall. Source: the Open Molecules 2025 dataset; level of theory: wB97M-V/def2-TZVPD.

XYZ file:
```
54
Properties=species:S:1:pos:R:3:forces:R:3:mulliken_charge:R:1
F 0.775 -0.755 3.184 0.01 0.03 0.00 -0.30
C 1.124 -1.482 2.056 0.18 -0.54 -0.19 -0.09
O 0.358 -1.157 0.961 -0.18 0.15 0.34 -0.37
C 0.123 0.238 0.780 -0.19 -0.09 -0.49 -0.35
C -1.129 0.753 1.469 0.48 0.30 0.36 -0.50
O -2.300 0.425 0.726 0.18 -0.17 0.04 -0.36
C -3.166 -0.461 1.346 -0.10 -0.11 0.21 -0.42
N -2.508 -1.756 1.720 -0.69 -0.08 -0.68 -0.31
C -2.422 -2.604 0.862 0.81 0.53 0.21 0.50
S -2.110 -3.598 -0.306 -0.27 -0.34 0.11 -0.39
H 2.196 -1.325 1.878 -0.04 0.37 0.07 0.28
H 0.954 -2.537 2.274 -0.09 0.03 -0.02 0.28
H -0.046 0.379 -0.286 0.16 -0.02 -0.05 0.33
H 0.996 0.834 1.053 0.02 -0.03 0.16 0.22
H -1.016 1.840 1.518 -0.28 0.06 -0.20 0.34
H -1.195 0.409 2.501 -0.07 -0.19 -0.03 0.44
H -3.606 -0.042 2.252 0.14 -0.03 0.14 0.32
H -3.952 -0.677 0.626 -0.07 0.10 0.00 0.36
C 1.207 4.237 1.117 0.03 -0.13 0.07 -1.31
C 1.490 3.881 -0.334 -0.33 0.31 0.08 0.89
C 1.557 5.123 -1.206 0.09 -0.04 -0.14 -1.50
O 0.484 2.989 -0.826 0.12 -0.15 0.02 -0.49
H 0.240 4.741 1.206 0.03 0.07 -0.04 0.35
H 1.163 3.336 1.733 0.05 0.00 0.00 0.25
H 1.979 4.894 1.520 0.00 0.01 0.00 0.41
H 2.434 3.342 -0.399 -0.04 -0.08 -0.05 -0.05
H 0.601 5.654 -1.189 0.01 0.02 0.08 0.45
H 1.760 4.850 -2.243 0.03 -0.01 0.01 0.32
H 2.339 5.802 -0.865 0.00 0.00 0.01 0.36
H -0.363 3.445 -0.780 0.01 0.01 -0.04 0.35
C -5.264 -7.260 -1.555 0.05 -0.16 -0.02 -1.11
C -5.770 -7.212 -0.121 0.13 0.41 -0.20 0.33
C -6.646 -5.991 0.115 -0.09 -0.03 0.14 -1.13
O -4.671 -7.210 0.788 -0.07 -0.17 0.07 -0.53
H -4.653 -6.379 -1.772 -0.07 0.05 0.01 0.25
H -4.636 -8.139 -1.708 -0.03 -0.02 0.01 0.31
H -6.089 -7.293 -2.267 0.01 0.02 0.00 0.35
H -6.338 -8.117 0.097 0.07 -0.03 0.08 0.29
H -6.074 -5.074 -0.056 0.01 -0.02 -0.08 0.26
H -7.000 -5.968 1.146 -0.02 -0.03 -0.01 0.31
H -7.511 -5.987 -0.551 0.01 0.02 -0.01 0.35
H -4.152 -6.417 0.615 0.04 0.02 0.01 0.33
C 5.104 2.807 -2.309 -0.15 0.08 -0.04 -1.18
C 5.677 3.862 -1.376 0.14 -0.46 0.03 0.43
C 7.145 3.604 -1.076 0.05 0.15 0.07 -1.36
O 4.926 3.900 -0.161 -0.09 0.22 -0.01 -0.52
H 5.167 1.816 -1.849 0.09 0.00 -0.01 0.32
H 4.051 3.005 -2.513 0.01 0.03 -0.02 0.23
H 5.643 2.781 -3.257 0.01 -0.02 0.01 0.42
H 5.565 4.849 -1.828 -0.08 0.05 0.10 0.26
H 7.268 2.637 -0.580 -0.02 -0.04 -0.07 0.36
H 7.539 4.367 -0.405 -0.01 0.02 -0.03 0.32
H 7.742 3.601 -1.989 0.00 -0.02 0.00 0.38
H 5.008 3.039 0.263 0.04 0.01 0.00 0.34
```
Forces are in eV/Å.

The HOMO-LUMO gap comes out at 10.0 eV. Its SMILES is FCOCCOCN=C=S.CC(C)O.CC(C)O.CC(C)O. The HOMO energy is -9.41 eV. The lowest unoccupied orbital energy comes out at 0.6 eV.


Record 3
C16H9AuBBr2F4N2O as an isolated structure. Source: the Open Molecules 2025 dataset; level of theory: wB97M-V/def2-TZVPD.

XYZ file:
```
36
Properties=species:S:1:pos:R:3:forces:R:3:mulliken_charge:R:1
Au -1.144 -1.525 -0.351 0.09 -0.24 0.45 0.97
Br 0.279 -1.670 4.790 -0.02 0.02 0.00 -0.19
C 1.378 -2.004 3.285 0.11 0.02 -0.02 -0.32
C 2.733 -2.266 3.500 -0.12 0.02 0.08 -0.31
C 3.583 -2.512 2.458 -0.01 0.02 -0.10 -0.16
Br 5.429 -2.802 2.827 0.00 -0.03 -0.03 -0.28
C 3.094 -2.534 1.132 0.04 -0.06 0.00 0.97
C 3.877 -2.816 -0.012 0.03 0.03 0.09 -0.66
C 3.300 -2.840 -1.247 -0.05 -0.02 -0.08 -0.66
C 1.920 -2.590 -1.359 0.00 -0.02 0.00 -0.33
N 1.172 -2.324 -0.319 0.05 0.10 0.14 -0.58
C 1.718 -2.273 0.918 -0.17 -0.01 -0.10 0.22
C 0.796 -1.935 2.009 0.12 -0.03 -0.02 0.85
O -0.410 -1.616 1.804 -0.04 -0.07 -0.14 -0.93
H 3.112 -2.266 4.513 -0.02 0.01 0.00 0.40
H 4.935 -3.010 0.109 -0.01 0.00 0.01 0.31
H 3.883 -3.057 -2.133 -0.01 0.01 0.01 0.38
H 1.423 -2.612 -2.323 0.02 0.01 0.02 0.41
N -0.583 0.220 -1.902 0.24 0.14 -0.40 -0.63
C -0.839 1.318 -1.679 -0.20 0.26 0.37 0.16
C -1.236 2.653 -1.295 0.01 -0.27 -0.22 0.49
C -0.279 3.620 -1.002 0.05 0.06 0.01 -0.51
C -0.693 4.888 -0.630 0.02 -0.02 -0.01 -0.47
C -2.049 5.181 -0.552 -0.04 0.01 0.02 -0.33
C -2.997 4.207 -0.842 0.17 0.06 0.02 -0.66
C -2.598 2.934 -1.217 -0.14 0.30 -0.02 -0.46
H 0.772 3.371 -1.060 0.00 0.01 0.00 0.44
H 0.042 5.647 -0.395 0.00 0.00 0.00 0.37
H -2.369 6.172 -0.255 0.02 0.00 0.00 0.36
H -4.052 4.435 -0.770 0.00 0.00 0.00 0.40
H -3.314 2.148 -1.426 0.20 0.45 0.03 0.91
F -5.188 -1.056 -2.268 0.14 0.09 0.14 -0.35
B -4.211 -0.819 -1.306 -0.08 -0.21 -0.02 0.32
F -4.683 -1.028 -0.015 0.08 0.08 -0.20 -0.37
F -3.691 0.496 -1.435 -0.35 -0.85 -0.02 -0.24
F -3.108 -1.734 -1.553 -0.12 0.13 -0.02 -0.52
```
Forces are in eV/Å.

The HOMO-LUMO gap comes out at 7.1 eV. The HOMO energy is -4.73 eV. As for the net charge: -1. The lowest unoccupied orbital energy comes out at 2.4 eV.


Record 4
C19H28Cl2N3O6P2S2Tc as an isolated structure. Source: the Open Molecules 2025 dataset; level of theory: wB97M-V/def2-TZVPD.

XYZ file:
```
63
Properties=species:S:1:pos:R:3:forces:R:3:mulliken_charge:R:1
Tc 0.020 0.092 -0.099 -0.01 -0.06 -0.09 1.01
C -2.079 2.256 0.541 0.00 0.00 0.00 -1.56
N -0.747 1.785 1.036 -0.04 0.01 0.00 1.29
C -0.877 1.300 2.441 0.03 -0.03 0.01 -1.05
C -1.457 -0.097 2.435 -0.03 0.00 -0.03 -1.21
N -0.519 -1.038 1.756 -0.07 0.02 0.02 1.12
C -1.239 -2.292 1.414 -0.02 0.02 -0.01 -1.33
C 0.633 -1.322 2.623 -0.01 -0.02 0.03 -0.72
C 0.478 -2.094 3.768 -0.03 -0.02 0.01 -0.53
C 1.565 -2.349 4.586 0.03 0.01 0.00 -0.93
C 2.811 -1.825 4.262 -0.02 0.00 -0.01 -0.65
C 2.961 -1.043 3.133 0.02 0.00 0.00 -0.70
C 1.870 -0.783 2.304 0.00 0.04 -0.03 1.26
S 2.079 0.262 0.902 0.03 0.00 0.02 -0.18
C 0.169 2.923 0.894 -0.01 0.00 0.02 0.10
C 0.297 3.887 1.876 0.00 0.02 0.03 -0.41
C 1.110 4.990 1.650 -0.01 -0.01 0.01 -0.92
C 1.768 5.131 0.439 0.01 -0.03 -0.04 -0.73
C 1.634 4.161 -0.545 0.02 0.05 0.01 -0.67
C 0.840 3.046 -0.318 -0.02 -0.05 -0.01 0.75
S 0.681 1.773 -1.538 0.04 0.04 -0.02 -0.37
H -2.395 3.104 1.150 0.01 0.00 0.00 0.34
H -2.812 1.457 0.589 0.01 -0.01 0.01 0.47
H -1.975 2.567 -0.495 0.01 0.00 0.00 0.35
H -1.522 1.968 3.016 -0.01 0.01 -0.01 0.53
H 0.116 1.298 2.890 0.01 0.01 0.01 0.57
H -2.395 -0.123 1.878 -0.01 -0.02 0.02 0.60
H -1.659 -0.435 3.454 0.02 0.00 0.01 0.54
H -1.668 -2.750 2.304 0.02 0.00 0.01 0.44
H -0.545 -2.983 0.943 0.02 0.00 0.00 0.40
H -2.045 -2.040 0.729 0.01 0.01 0.01 0.27
H -0.488 -2.504 4.032 0.00 0.00 -0.01 0.36
H 1.439 -2.957 5.471 0.00 0.00 0.00 0.42
H 3.665 -2.027 4.893 0.00 0.00 0.00 0.42
H 3.926 -0.625 2.876 0.00 -0.01 0.01 0.49
H -0.226 3.794 2.819 0.01 0.00 -0.01 0.41
H 1.220 5.740 2.421 0.00 0.00 0.00 0.43
H 2.396 5.993 0.261 0.00 0.00 0.00 0.41
H 2.155 4.260 -1.489 0.00 0.00 0.01 0.44
N -1.785 -2.412 -4.172 0.05 -0.01 0.04 -0.23
C -1.627 -2.252 -2.672 0.02 0.05 0.08 0.67
C -2.447 -3.351 -2.005 -0.01 0.00 -0.01 -1.70
P -2.350 -0.603 -2.289 0.06 -0.02 -0.06 0.85
O -1.486 0.260 -3.343 -0.05 0.01 0.01 -0.55
O -3.784 -0.616 -2.612 -0.01 0.01 0.00 -0.81
O -1.905 -0.245 -0.871 -0.02 -0.03 0.05 -0.36
P 0.180 -2.454 -2.294 -0.01 -0.07 -0.11 0.65
O 0.760 -1.728 -3.598 -0.03 0.00 0.02 -0.48
O 0.472 -3.887 -2.211 -0.01 0.03 0.00 -0.82
O 0.518 -1.581 -1.080 0.01 0.08 0.04 -0.46
H -2.761 -2.243 -4.433 -0.02 0.01 0.01 0.39
H -1.509 -3.354 -4.459 0.00 -0.01 -0.01 0.37
H -1.178 -1.734 -4.642 0.00 0.01 -0.02 0.34
H -3.502 -3.251 -2.262 0.00 -0.01 0.00 0.48
H -2.360 -3.278 -0.924 0.01 0.01 -0.01 0.30
H -2.062 -4.331 -2.286 0.00 0.00 -0.01 0.45
H -1.915 1.086 -3.603 0.01 -0.02 0.00 0.30
H 1.590 -1.237 -3.477 -0.01 -0.01 0.00 0.10
Cl 2.457 1.026 -4.859 0.00 0.00 0.01 -0.13
C 3.699 1.056 -3.602 0.00 0.00 0.00 -0.15
Cl 3.583 -0.351 -2.529 0.02 -0.03 -0.01 -0.11
H 3.558 1.944 -2.999 -0.01 0.00 0.00 0.08
H 4.671 1.036 -4.078 0.01 0.01 0.00 0.38
```
Forces are in eV/Å.

The HOMO-LUMO gap (spin up / spin down) comes out at 8.2 / 6.9 eV. The HOMO energy (spin up / spin down) is -10.64 / -10.97 eV. As for the net charge: +1. The spin multiplicity is 4. Its energy above the lowest of the compared OMol25 structures with the same formula, charge and spin is 0.000 eV. The lowest unoccupied orbital energy (spin up / spin down) comes out at -2.4 / -4.1 eV.